Formula: C32H86N10O22
Source: the Open Molecules 2025 dataset
Level of theory: ωB97M-V with the def2-TZVPD basis set

The frontier orbital gap is 0.2977 Eh. As for the spin multiplicity: 1.

Geometry (Å):
1 C -3.20 1.86 -6.05
2 C -2.78 2.80 -7.25
3 O -1.49 2.51 -7.81
4 O -3.47 0.55 -6.43
5 H -4.08 2.27 -5.56
6 H -2.39 1.85 -5.32
7 H -2.89 3.82 -6.86
8 H -3.51 2.83 -8.06
9 H -1.37 1.56 -7.76
10 H -2.80 0.17 -7.00
11 C 0.04 0.92 0.88
12 C 0.56 0.62 -0.52
13 O 0.28 -0.67 -1.04
14 O 0.55 0.14 2.00
15 H -1.03 0.73 0.79
16 H 0.03 1.96 1.21
17 H 1.62 0.89 -0.46
18 H 0.08 1.27 -1.24
19 H 0.76 -1.36 -0.56
20 H -0.19 -0.19 2.50
21 C 2.07 -1.41 -3.98
22 C 1.61 0.01 -4.09
23 O 2.57 0.76 -4.92
24 O 1.67 -2.16 -5.10
25 H 1.58 -1.83 -3.10
26 H 3.16 -1.36 -4.03
27 H 1.63 0.38 -3.07
28 H 0.58 0.11 -4.42
29 H 2.58 0.34 -5.79
30 H 1.95 -1.65 -5.86
31 C -3.83 3.32 1.39
32 C -3.39 3.56 -0.09
33 O -3.17 2.31 -0.67
34 O -2.81 3.02 2.26
35 H -4.67 2.63 1.54
36 H -4.14 4.32 1.68
37 H -2.49 4.18 -0.04
38 H -4.06 4.19 -0.68
39 H -3.86 1.70 -0.42
40 H -2.25 2.38 1.82
41 C 3.95 -0.35 2.67
42 C 4.33 -0.64 4.19
43 O 3.33 -1.11 5.03
44 O 3.06 0.77 2.62
45 H 3.60 -1.26 2.19
46 H 4.85 -0.01 2.16
47 H 4.72 0.32 4.52
48 H 5.17 -1.34 4.28
49 H 2.64 -0.45 5.15
50 H 2.16 0.45 2.70
51 C -0.85 4.09 -3.41
52 C -0.36 4.86 -2.13
53 O 0.13 4.07 -1.17
54 O -1.94 3.26 -3.05
55 H -0.03 3.47 -3.78
56 H -1.15 4.78 -4.20
57 H -1.08 5.44 -1.55
58 H 0.49 5.53 -2.29
59 H 0.90 3.62 -1.51
60 H -1.74 3.03 -2.14
61 O 2.68 2.99 -1.68
62 C 3.80 2.44 -1.59
63 N 4.26 1.82 -2.72
64 C 4.73 2.57 -0.39
65 H 3.64 1.88 -3.51
66 H 4.96 1.10 -2.59
67 H 5.02 3.63 -0.35
68 H 5.58 1.89 -0.33
69 H 4.11 2.39 0.48
70 O 0.65 4.96 3.67
71 C 0.96 4.68 2.52
72 N 0.03 4.43 1.63
73 C 2.45 4.79 2.07
74 H -0.90 4.39 2.01
75 H 0.14 4.30 0.64
76 H 2.61 4.93 1.00
77 H 2.95 3.88 2.38
78 H 2.91 5.57 2.69
79 O 0.93 -5.38 4.91
80 C 1.11 -4.20 5.11
81 N 2.22 -3.77 5.73
82 C 0.06 -3.08 4.79
83 H 2.67 -2.87 5.59
84 H 2.89 -4.48 6.01
85 H 0.28 -2.66 3.80
86 H 0.13 -2.31 5.55
87 H -0.93 -3.53 4.77
88 O 1.37 0.92 6.42
89 C 1.63 1.92 5.77
90 N 1.03 2.20 4.66
91 C 2.76 2.88 6.11
92 H 0.33 1.52 4.38
93 H 0.99 3.08 4.17
94 H 3.39 3.10 5.25
95 H 3.46 2.56 6.88
96 H 2.24 3.75 6.51
97 O 1.02 -7.07 -3.66
98 C 0.66 -5.85 -3.58
99 N 1.09 -4.92 -4.48
100 C -0.23 -5.28 -2.53
101 H 1.72 -5.23 -5.21
102 H 0.74 -3.98 -4.42
103 H -1.16 -5.83 -2.59
104 H -0.37 -4.20 -2.63
105 H 0.25 -5.37 -1.55
106 O 1.71 -3.09 -0.22
107 C 2.92 -3.45 -0.38
108 N 3.64 -3.75 0.68
109 C 3.53 -3.55 -1.80
110 H 3.17 -3.76 1.58
111 H 4.52 -4.23 0.57
112 H 2.74 -3.77 -2.52
113 H 4.22 -4.40 -1.86
114 H 4.05 -2.63 -2.06
115 O -1.30 -5.90 2.50
116 C -0.88 -5.22 1.52
117 N 0.39 -5.19 1.24
118 C -1.83 -4.41 0.66
119 H 1.16 -5.58 1.78
120 H 0.75 -4.52 0.57
121 H -1.51 -4.04 -0.31
122 H -2.00 -3.53 1.29
123 H -2.78 -4.90 0.51
124 O -5.24 0.73 -0.04
125 C -5.18 -0.44 0.28
126 N -6.06 -1.34 -0.27
127 C -4.06 -0.96 1.18
128 H -5.85 -2.32 -0.12
129 H -6.87 -1.00 -0.78
130 H -3.33 -0.16 1.17
131 H -3.68 -1.91 0.79
132 H -4.37 -1.16 2.21
133 O -2.43 -2.72 -2.68
134 C -2.57 -1.77 -3.44
135 N -2.13 -1.77 -4.70
136 C -3.44 -0.60 -2.99
137 H -1.64 -2.58 -5.04
138 H -2.25 -1.02 -5.37
139 H -2.76 0.18 -2.62
140 H -4.03 -0.95 -2.14
141 H -4.07 -0.16 -3.76
142 O -2.00 0.16 3.41
143 C -2.59 0.48 4.42
144 N -2.63 1.71 4.87
145 C -3.02 -0.64 5.33
146 H -2.70 2.01 5.83
147 H -2.45 2.37 4.13
148 H -3.43 -1.47 4.77
149 H -3.85 -0.17 5.85
150 H -2.30 -1.03 6.05

Formula: C32H86N6O11V
Source: the Open Molecules 2025 dataset
Level of theory: ωB97M-V with the def2-TZVPD basis set

The frontier orbital gap (spin up / spin down) is 0.2737 / 0.1169 Eh. As for the total charge: +1. Its expectation value of S² is 6.01. As for the spin multiplicity: 5.

Geometry (Å):
1 V -18.11 -6.02 -30.26
2 O -16.01 -6.74 -29.80
3 C -15.59 -5.84 -28.81
4 C -16.01 -4.33 -28.88
5 O -17.37 -4.14 -29.28
6 H -14.51 -5.90 -28.71
7 H -15.83 -6.21 -27.81
8 H -15.30 -3.64 -29.32
9 H -15.95 -3.86 -27.89
10 C -15.75 -4.91 -21.49
11 O -15.56 -5.08 -22.85
12 C -15.18 -6.39 -23.20
13 C -14.68 -6.22 -24.69
14 N -13.39 -5.55 -24.68
15 C -12.91 -5.34 -26.04
16 C -13.08 -3.86 -26.44
17 O -12.32 -3.06 -25.51
18 C -12.16 -1.76 -25.97
19 H -16.45 -5.65 -21.12
20 H -16.10 -3.90 -21.29
21 H -14.77 -4.95 -21.00
22 H -16.00 -7.10 -23.19
23 H -14.39 -6.76 -22.54
24 H -15.45 -5.65 -25.22
25 H -14.60 -7.22 -25.12
26 H -13.41 -4.61 -24.30
27 H -13.38 -5.97 -26.79
28 H -11.83 -5.49 -26.05
29 H -14.13 -3.56 -26.46
30 H -12.68 -3.71 -27.44
31 H -11.86 -1.61 -27.00
32 H -11.50 -1.33 -25.21
33 H -13.04 -1.16 -25.74
34 C -15.81 -4.46 -32.74
35 C -17.35 -4.49 -32.81
36 C -17.83 -3.95 -34.23
37 O -19.22 -4.09 -34.54
38 C -19.61 -3.29 -35.72
39 N -17.77 -5.87 -32.57
40 H -15.54 -3.41 -32.65
41 H -15.21 -4.76 -33.60
42 H -15.44 -5.06 -31.91
43 H -17.78 -3.78 -32.11
44 H -17.36 -4.39 -35.11
45 H -17.62 -2.89 -34.11
46 H -19.08 -3.56 -36.64
47 H -19.43 -2.23 -35.60
48 H -20.68 -3.45 -35.87
49 H -18.59 -5.97 -33.14
50 H -17.16 -6.58 -32.94
51 C -13.32 -1.88 -31.29
52 C -12.94 -1.31 -29.91
53 C -11.95 -0.10 -29.95
54 O -10.81 -0.42 -30.76
55 C -9.78 -1.17 -30.17
56 N -14.15 -1.18 -29.13
57 H -13.73 -1.04 -31.85
58 H -14.02 -2.71 -31.23
59 H -12.47 -2.27 -31.86
60 H -12.34 -2.13 -29.52
61 H -11.74 0.20 -28.92
62 H -12.44 0.74 -30.44
63 H -9.34 -1.78 -30.96
64 H -10.11 -1.85 -29.38
65 H -8.99 -0.51 -29.80
66 H -14.67 -2.04 -29.25
67 H -14.68 -0.54 -29.70
68 C -11.49 -8.27 -31.48
69 C -12.61 -7.49 -30.93
70 C -12.68 -6.07 -31.50
71 O -11.49 -5.34 -31.25
72 C -11.35 -5.00 -29.84
73 N -13.86 -8.16 -31.28
74 H -11.55 -8.45 -32.55
75 H -11.51 -9.20 -30.92
76 H -10.57 -7.77 -31.15
77 H -12.44 -7.41 -29.85
78 H -13.50 -5.51 -31.06
79 H -12.78 -6.12 -32.59
80 H -11.51 -5.78 -29.09
81 H -12.03 -4.16 -29.65
82 H -10.34 -4.60 -29.74
83 H -14.57 -7.60 -30.84
84 H -14.02 -9.00 -30.74
85 C -19.68 0.10 -29.29
86 C -19.32 -1.18 -30.13
87 C -19.56 -1.05 -31.66
88 O -21.00 -1.23 -31.87
89 C -21.32 -1.15 -33.24
90 N -17.92 -1.33 -29.84
91 H -19.10 0.96 -29.61
92 H -19.51 -0.17 -28.25
93 H -20.73 0.35 -29.40
94 H -19.87 -2.06 -29.79
95 H -19.06 -1.85 -32.21
96 H -19.26 -0.05 -31.96
97 H -21.12 -0.15 -33.64
98 H -22.38 -1.34 -33.41
99 H -20.74 -1.87 -33.83
100 H -17.85 -1.16 -28.85
101 H -17.63 -2.29 -29.82
102 C -18.65 -9.88 -24.47
103 C -18.10 -9.64 -25.87
104 C -17.53 -8.24 -25.95
105 O -18.62 -7.34 -25.87
106 C -18.14 -6.04 -25.43
107 N -17.02 -10.52 -26.09
108 H -17.92 -9.63 -23.71
109 H -19.00 -10.91 -24.45
110 H -19.49 -9.19 -24.36
111 H -18.87 -9.94 -26.59
112 H -17.03 -8.05 -26.90
113 H -16.83 -8.00 -25.16
114 H -17.57 -5.45 -26.15
115 H -17.67 -6.05 -24.45
116 H -19.02 -5.40 -25.34
117 H -16.76 -10.31 -27.04
118 H -16.22 -10.18 -25.56
119 C -17.51 -0.72 -25.49
120 C -17.03 -1.91 -26.29
121 O -18.13 -2.43 -27.01
122 H -18.47 -0.84 -24.97
123 H -17.73 0.17 -26.08
124 H -16.71 -0.49 -24.79
125 H -16.68 -2.72 -25.65
126 H -16.15 -1.58 -26.85
127 H -17.92 -2.97 -27.78
128 C -14.15 -10.83 -27.65
129 C -14.49 -9.43 -27.86
130 O -15.79 -9.41 -28.46
131 H -14.56 -11.23 -26.72
132 H -13.07 -10.92 -27.55
133 H -14.41 -11.44 -28.51
134 H -13.72 -8.96 -28.48
135 H -14.51 -8.86 -26.93
136 H -15.95 -8.55 -28.85